1.
{"formula": "C10H10NO3", "method": "the ωB97M-V functional and the def2-TZVPD basis", "symbols": ["C", "C", "C", "C", "C", "C", "C", "C", "C", "C", "N", "O", "O", "O", "H", "H", "H", "H", "H", "H", "H", "H", "H", "H"], "xyz": [[-0.2002, -2.8960, -1.1005], [0.9227, -2.1097, -1.5534], [-1.0203, -2.3065, -0.1828], [1.0187, -0.8212, -1.2069], [-0.8463, -0.9623, 0.2490], [0.0991, -0.2010, -0.3464], [2.3627, 2.5641, -0.0979], [0.5523, 2.3795, -1.6398], [1.5047, 1.5705, 0.6631], [-0.8711, 1.9401, 0.3856], [0.3184, 1.1379, -0.0097], [3.3756, 3.0605, 0.1940], [-0.3089, 2.2848, -2.3726], [1.5561, 3.0017, -1.2794], [-0.3604, -3.9141, -1.4379], [1.6472, -2.4392, -2.2697], [-1.7172, -3.0987, 0.2065], [1.7863, -0.2191, -1.6554], [-1.5997, -0.5249, 0.9778], [2.3064, 0.8005, 0.9389], [1.1724, 2.0853, 1.6351], [-0.6181, 2.9690, 0.5251], [-1.6479, 1.8801, -0.5582], [-1.3938, 1.4072, 1.1584]], "multiplicity": 3, "homo_energy_ha": [-0.3283, -0.5107], "s_squared": 2.01, "charge": 1}

***

2.
{"formula": "C10H11Cl", "method": "the ωB97M-V functional and the def2-TZVPD basis", "symbols": ["C", "C", "C", "C", "C", "C", "C", "C", "C", "C", "Cl", "H", "H", "H", "H", "H", "H", "H", "H", "H", "H", "H"], "xyz": [[2.8632, 1.5783, 0.1269], [1.6176, 2.0802, -0.2644], [2.8902, 0.1821, 0.4657], [0.5075, 1.2833, -0.2879], [1.7528, -0.5886, 0.3328], [0.4987, -0.0857, -0.0017], [-2.0482, -0.2883, 0.2317], [-3.4219, 0.6514, -0.4409], [-0.7147, -0.9038, -0.0551], [-0.7256, -2.3530, -0.3903], [-4.6087, 0.5899, 0.7515], [3.8445, 2.1073, 0.2644], [1.5724, 3.0545, -0.6821], [3.7305, -0.4445, 0.4885], [-0.3340, 1.7811, -0.7029], [2.0529, -1.6135, 0.6087], [-1.8028, 0.3450, 1.1054], [-2.6607, -1.2099, 0.5858], [-3.1025, 1.7989, -0.6771], [0.0181, -2.8882, 0.2565], [-0.1900, -2.3042, -1.2950], [-1.7393, -2.7723, -0.4204]], "homo_energy_ha": [-0.3177, -0.2572], "e_above_lowest_ev": 4.2997, "charge": 0}

***

3.
{"formula": "C10H11Cl3GeN2O8PtSi", "method": "the ωB97M-V functional and the def2-TZVPD basis", "symbols": ["Pt", "O", "C", "O", "C", "C", "C", "C", "C", "C", "O", "N", "O", "O", "N", "O", "O", "H", "H", "Cl", "Ge", "Cl", "Cl", "C", "Si", "C", "C", "O", "H", "H", "H", "H", "H", "H", "H", "H", "H"], "xyz": [[0.4958, -0.4483, 0.3708], [-2.2915, -3.0946, -1.4022], [-1.8073, -2.0817, -0.9285], [-0.6878, -2.0861, -0.2774], [-2.5493, -0.7709, -1.1179], [-3.6778, -0.8230, -1.9162], [-4.4639, 0.2966, -2.1200], [-4.1428, 1.5107, -1.5371], [-3.0070, 1.5720, -0.7736], [-2.1812, 0.4494, -0.4996], [-1.1975, 0.6190, 0.3313], [-2.6454, 2.8908, -0.2382], [-3.5518, 3.5836, 0.1918], [-1.4849, 3.2338, -0.3009], [-5.6524, 0.2093, -2.9590], [-6.3074, 1.2256, -3.1270], [-5.9113, -0.8596, -3.4796], [-3.9387, -1.7735, -2.3586], [-4.7545, 2.3868, -1.6890], [-0.6071, 1.4992, 3.3695], [0.0653, -0.4131, 2.6661], [-1.4491, -1.8292, 3.1857], [1.7433, -0.9070, 3.9262], [3.7005, 1.1789, 1.5444], [3.8030, -0.4877, 0.6907], [4.7295, -1.7152, 1.7540], [4.7585, -0.2753, -0.9107], [2.3298, -1.0660, 0.2988], [4.6993, 1.6043, 1.6786], [3.2326, 1.1143, 2.5274], [3.1185, 1.8791, 0.9387], [5.7529, -1.3742, 1.9343], [4.7808, -2.6837, 1.2508], [4.2437, -1.8649, 2.7187], [5.7967, 0.0169, -0.7321], [4.2944, 0.4930, -1.5338], [4.7641, -1.2094, -1.4765]], "multiplicity": 2, "homo_energy_ha": [-0.2335, -0.2337], "s_squared": 0.75, "e_above_lowest_ev": 0.2379, "charge": -1}

***

4.
{"formula": "C10H11Cl5IrNO3S", "method": "the ωB97M-V functional and the def2-TZVPD basis", "symbols": ["Ir", "Cl", "C", "C", "Cl", "C", "Cl", "C", "O", "C", "Cl", "C", "Cl", "N", "C", "C", "O", "O", "H", "H", "H", "H", "H", "C", "S", "C", "H", "H", "H", "H", "H", "H"], "xyz": [[-1.1572, 0.7270, 1.1804], [4.5532, -1.9138, -2.6064], [3.1938, -1.0653, -2.0941], [2.3503, -1.6359, -1.0797], [2.8041, -3.1962, -0.4903], [1.2559, -0.9753, -0.6170], [0.1682, -1.9961, 0.5477], [0.9834, 0.3861, -1.0379], [0.1880, 1.1973, -0.5156], [1.7789, 0.8716, -2.1671], [1.3342, 2.3556, -2.8031], [2.8657, 0.1672, -2.6616], [3.7977, 0.7981, -3.9311], [-1.0421, -3.0231, 1.4025], [-0.9278, -3.3738, -2.1710], [-0.6697, -2.2215, -2.7402], [-0.4233, -1.1733, -3.1663], [-1.2092, -0.8724, 0.2019], [-0.5574, -3.9415, 1.3642], [-0.0676, 0.1802, 2.1462], [1.1800, -2.8794, 0.6322], [-1.9270, -3.5255, -1.7863], [-0.3051, -4.2225, -2.4157], [-2.2624, 3.8783, 1.5201], [-1.0493, 2.8084, 2.3279], [-1.7637, 2.6031, 3.9799], [-3.2475, 3.4189, 1.5036], [-1.9003, 4.0687, 0.5120], [-2.3005, 4.8200, 2.0651], [-1.8059, 3.5980, 4.4183], [-1.0845, 1.9789, 4.5547], [-2.7528, 2.1581, 3.9269]], "multiplicity": 5, "homo_energy_ha": [-0.5578, -0.5597], "s_squared": 6.09, "e_above_lowest_ev": 12.4710, "charge": 2}

***

- Which formula does entry 1 have?
  C10H10NO3